Record 1
A molecular structure, C47H59N3P2RhS2Si at a distorted geometry, computed with ωB97M-V/def2-TZVPD.

The HOMO energy (alpha / beta) is -2.7062 / -5.0628 eV. The strongest force on any atom is 1.7 eV/A. Its net charge is -1. The value obtained for the molar mass is 923.08 g/mol. The total energy comes out at -105303.6204 eV. As for the spin multiplicity: 5. For the HOMO-LUMO gap (alpha / beta), the calculation gives 5.2 / 5.6 eV.

Last column: Löwdin spin population.
Cartesian coordinates (Å):
Rh -0.1302 -0.4996 0.9944  1.9731
C 3.8749 -1.0146 1.3873  0.0346
Si 2.2335 -0.0137 1.0946  0.1399
C 2.4113 1.4762 2.2845  0.0325
C 3.5915 1.7106 2.9786  0.0093
C 3.6667 2.6452 3.9905  0.0047
C 2.5330 3.3510 4.3681  0.0070
C 1.3390 3.1286 3.7078  0.0029
C 1.2706 2.2146 2.6622  0.0114
P -0.2002 1.9542 1.6330  0.1179
C -1.5846 2.9403 2.4421  0.0362
C -2.0610 2.2078 3.7014  0.0060
C -3.0553 1.1153 3.3317  0.0040
C -4.3453 1.7077 2.7452  0.0004
C -4.1013 3.0808 2.1097  0.0004
C -2.7340 3.1105 1.4383  0.0024
C 0.3854 3.0850 0.2526  0.0171
C -0.3569 2.9080 -1.0696  0.0028
C 0.0013 4.0283 -2.0579  0.0001
C 1.3608 4.6423 -1.7412  0.0001
C 1.3596 5.3095 -0.3610  0.0015
C 0.4320 4.5699 0.6130  0.0043
C 2.4356 0.5009 -0.7587  0.0297
C 3.3030 1.5224 -1.1201  0.0077
C 3.4777 1.8871 -2.4438  0.0046
C 2.7407 1.2494 -3.4322  0.0039
C 1.8553 0.2427 -3.0903  0.0032
C 1.7014 -0.1510 -1.7651  0.0141
P 0.6524 -1.5510 -1.2313  0.1322
C 1.9843 -2.8921 -1.3105  0.0179
C 1.5069 -4.3138 -1.0125  0.0061
C 1.1319 -5.1160 -2.2526  0.0006
C 2.2613 -5.1290 -3.2792  0.0002
C 2.6269 -3.7009 -3.6681  0.0004
C 3.0136 -2.8785 -2.4451  0.0064
C -0.7646 -1.7714 -2.4571  0.0284
C -0.6363 -2.2029 -3.9174  0.0075
C -2.0046 -2.0507 -4.5858  0.0028
C -3.0297 -2.9587 -3.9104  0.0002
C -3.1476 -2.6157 -2.4293  0.0001
C -1.7785 -2.6936 -1.7625  0.0044
H 4.7285 -0.4841 0.9743  0.0069
H 3.8478 -1.9939 0.9235  0.0008
H 4.0398 -1.1681 2.4481  0.0004
H 4.4752 1.1553 2.7095  0.0011
H 4.6056 2.8205 4.4972  0.0003
H 2.5794 4.0727 5.1730  0.0006
H 0.4608 3.6728 4.0265  0.0004
H -1.1958 3.9258 2.7218  0.0052
H -2.5259 2.9131 4.3954  0.0005
H -1.2032 1.7601 4.2070  0.0049
H -3.2855 0.5120 4.2109  0.0003
H -2.5749 0.4531 2.6053  0.0026
H -5.1045 1.8115 3.5264  0.0001
H -4.7459 1.0301 1.9866  0.0001
H -4.1624 3.8711 2.8620  0.0001
H -4.8760 3.2794 1.3644  0.0000
H -2.6174 4.0405 0.8788  0.0001
H -2.7068 2.2869 0.7266  0.0007
H 1.4189 2.7455 0.1171  -0.0003
H -1.4357 2.9275 -0.9084  0.0002
H -0.1036 1.9237 -1.4812  0.0011
H -0.7553 4.8168 -2.0102  0.0000
H -0.0019 3.6265 -3.0719  0.0001
H 1.6139 5.3789 -2.5067  0.0000
H 2.1146 3.8541 -1.7728  0.0000
H 1.0355 6.3497 -0.4453  0.0003
H 2.3799 5.3184 0.0301  0.0000
H -0.5733 4.9901 0.5433  0.0000
H 0.7952 4.7167 1.6334  0.0004
H 3.8582 2.0310 -0.3423  0.0017
H 4.1809 2.6669 -2.7076  0.0003
H 2.8640 1.5300 -4.4681  0.0002
H 1.2804 -0.2280 -3.8708  0.0003
H 2.5265 -2.5627 -0.4135  0.0001
H 0.6642 -4.2710 -0.3199  0.0066
H 2.3200 -4.8411 -0.5056  -0.0001
H 0.2454 -4.6910 -2.7229  0.0001
H 0.8955 -6.1410 -1.9524  0.0000
H 1.9450 -5.6795 -4.1705  0.0000
H 3.1367 -5.6374 -2.8665  0.0000
H 1.7846 -3.2386 -4.1761  0.0001
H 3.4705 -3.7057 -4.3647  0.0001
H 3.2338 -1.8505 -2.7442  0.0004
H 3.9405 -3.3009 -2.0428  0.0015
H -1.1724 -0.7490 -2.4555  -0.0003
H -0.3295 -3.2483 -3.9872  0.0001
H 0.0902 -1.6002 -4.4632  0.0002
H -1.9283 -2.3023 -5.6472  0.0006
H -2.3253 -1.0083 -4.5209  0.0001
H -2.7071 -3.9992 -4.0102  0.0000
H -4.0032 -2.8574 -4.3990  0.0000
H -3.8326 -3.3106 -1.9352  0.0000
H -3.5545 -1.6078 -2.3292  0.0000
H -1.4248 -3.7274 -1.7975  0.0002
H -1.8656 -2.4242 -0.7067  0.0031
S 0.1163 -0.5519 3.7117  0.4555
C -0.3490 -2.1157 4.2506  0.0912
C -0.4059 -2.3635 5.6258  0.0227
C -0.7762 -3.5941 6.1110  0.0350
C -1.0746 -4.6310 5.2272  0.0317
C -1.0108 -4.4160 3.8701  0.0231
C -0.6693 -3.1584 3.3582  0.0914
S -0.6799 -2.9177 1.6557  0.4340
H -0.1447 -1.5522 6.2882  0.0026
H -0.8378 -3.7569 7.1765  0.0022
H -1.3543 -5.6018 5.6133  0.0020
H -1.2206 -5.2139 3.1727  0.0017
N -2.1224 -0.1350 0.0824  0.0560
C -2.7558 0.3879 -0.7427  0.0243
C -3.4887 0.9952 -1.7283  0.0031
C -4.8208 1.3352 -1.5207  0.0005
N -5.9306 1.5980 -1.3502  -0.0002
C -2.8706 1.2794 -2.9405  0.0008
N -2.3448 1.5242 -3.9398  0.0003

Record 2
8 unconnected molecules or ions with the total composition C47H63ClF4N2O20S2 at a distorted geometry, computed with ωB97M-V/def2-TZVPD.

The HOMO energy is -9.2401 eV. The strongest force on any atom is 7.5 eV/A. The value obtained for the molar mass is 1151.59 g/mol. The total energy comes out at -138744.9877 eV. For the HOMO-LUMO gap, the calculation gives 6.8 eV.

Last column: Löwdin charge in e.
Cartesian coordinates (Å):
N -3.0479 2.0238 -5.1715  -0.0200
C -2.7515 1.8569 -3.6924  -0.2333
C -2.0421 0.4451 -3.3700  -0.1372
C -0.6790 0.5575 -2.5622  -0.0196
C -0.5965 -0.2199 -1.1986  -0.1188
N -1.6897 -1.0291 -0.6389  0.0376
C 0.7358 -0.1722 -0.3669  0.0251
C 1.9989 0.6310 -0.8628  0.0036
C 1.9100 1.4063 -2.2083  -0.0372
C 3.1751 2.2458 -2.6979  -0.1400
C 4.2336 1.4191 -3.5753  -0.0553
C 5.1208 2.5078 -4.3788  -0.3887
F 5.6429 3.4013 -3.3736  0.0304
F 4.3599 3.3002 -5.2740  0.0580
F 6.2119 1.9313 -5.0753  0.0694
C 0.5800 1.3574 -3.0566  -0.0412
C 0.5723 2.1476 -4.4438  -0.1275
C 1.4785 1.2804 -5.5024  -0.1535
C 0.5964 0.7276 -6.7437  -0.1809
C 0.4758 -0.8898 -6.6750  -0.2441
S -0.0937 -1.4225 -8.3746  0.4579
O 0.9828 -0.9876 -9.3520  -0.4078
O -1.3957 -0.6857 -8.6654  -0.3749
Cl -0.2692 -3.4846 -8.5362  0.3540
C 3.2746 0.5582 0.0694  -0.2550
O 4.1212 1.4625 0.2547  0.0471
C 3.4716 -0.8094 0.9012  0.0794
C 2.3297 -1.5385 1.3603  -0.1279
S 2.5882 -3.1006 2.3638  0.8400
O 1.2825 -3.6827 2.8407  -0.3057
O 3.4015 -2.7989 3.6198  -0.3268
F 3.3862 -4.2814 1.4812  -0.2142
C 0.8517 -0.9748 1.0124  -0.2512
O -0.0812 -1.1508 1.8224  0.0732
H -2.4755 2.8110 -5.5351  0.0595
H -2.7159 1.2060 -5.7033  0.0232
H -3.6624 2.0874 -3.0489  0.1099
H -1.9592 2.6709 -3.4639  0.1012
H -2.7908 -0.1455 -2.7162  0.1099
H -1.8810 -0.2118 -4.2987  0.0947
H -1.3458 -1.9885 -0.4319  0.0972
H -1.9786 -0.6630 0.2798  0.0869
H 2.8035 3.1462 -3.3213  0.1150
H 3.7706 2.7236 -1.8317  0.1090
H 4.9981 0.8600 -2.9130  0.1411
H 3.7841 0.6360 -4.2676  0.1120
H -0.4533 2.2515 -4.9282  0.0770
H 1.0055 3.2119 -4.3716  0.1190
H 2.3317 1.9627 -5.8454  0.1082
H 1.8424 0.3487 -4.9341  0.0983
H -0.4388 1.1922 -6.8333  0.1078
H 1.2023 0.9569 -7.6912  0.1175
H -0.1969 -1.2626 -5.8339  0.1029
H 1.5317 -1.3033 -6.5392  0.1133
H 4.5131 -1.1928 1.1470  0.1416
O -2.1917 -0.7382 -6.5347  -0.0173
C -3.0932 -1.5164 -6.3109  -0.4313
C -3.6785 -2.4873 -7.3002  -0.0809
C -4.9737 -2.8882 -6.6246  -0.1464
C -4.6377 -2.7383 -5.1604  -0.1447
O -3.6918 -1.6595 -5.1012  0.0289
H -2.9983 -3.3351 -7.4128  0.1054
H -3.8576 -2.0070 -8.2619  0.1319
H -5.3138 -3.8911 -6.8875  0.1220
H -5.7639 -2.1817 -6.8981  0.1265
H -4.1687 -3.6367 -4.7469  0.1364
H -5.5178 -2.4910 -4.5604  0.0830
O -6.9991 -2.4698 -3.4449  0.0854
C -6.9712 -2.5506 -2.2400  -0.4528
C -7.9344 -1.8879 -1.2922  -0.0710
C -7.2069 -1.9996 0.0309  -0.1547
C -6.3918 -3.2574 -0.1518  -0.1599
O -6.0737 -3.2998 -1.5518  0.0396
H -8.8734 -2.4470 -1.2896  0.1330
H -8.1058 -0.8482 -1.5707  0.1297
H -7.8704 -2.0392 0.8952  0.1058
H -6.5405 -1.1399 0.1566  0.1235
H -6.9506 -4.1546 0.1036  0.0975
H -5.4711 -3.2362 0.4338  0.1347
O 3.9034 -6.6038 8.4363  0.1034
C 3.5660 -5.6158 7.8342  -0.4777
C 4.3544 -4.3374 7.7294  -0.0804
C 3.3125 -3.3626 7.2250  -0.1679
C 2.3835 -4.2556 6.4388  -0.1632
O 2.4172 -5.5216 7.1100  0.0269
H 5.1649 -4.4762 7.0099  0.1368
H 4.7484 -4.0381 8.7001  0.1210
H 3.7259 -2.5463 6.6331  0.0986
H 2.7772 -2.9260 8.0742  0.1262
H 2.7199 -4.3953 5.4083  0.1015
H 1.3614 -3.8722 6.4291  0.1300
O 5.8074 -1.4555 8.8254  0.1174
C 5.4690 -0.4689 8.2231  -0.4707
C 6.2559 0.8094 8.1174  -0.0815
C 5.2134 1.7842 7.6119  -0.1624
C 4.2843 0.8892 6.8263  -0.1550
O 4.3208 -0.3764 7.4994  0.0072
H 7.0663 0.6703 7.3980  0.1342
H 6.6497 1.1090 9.0884  0.1286
H 5.6272 2.6013 7.0188  0.1199
H 4.6778 2.2213 8.4605  0.1230
H 4.6188 0.7452 5.7946  0.1304
H 3.2620 1.2705 6.8159  0.1280
O -7.7556 -4.4061 1.8363  0.0895
C -8.9408 -4.5354 2.0165  -0.4518
C -9.7244 -5.8061 1.8311  -0.0730
C -11.1507 -5.2988 1.8047  -0.1624
C -11.0725 -4.0623 2.6693  -0.1590
O -9.7538 -3.5413 2.4632  0.0315
H -9.5417 -6.4648 2.6833  0.1383
H -9.4558 -6.3004 0.8975  0.1316
H -11.8822 -6.0266 2.1595  0.1210
H -11.4220 -5.0195 0.7816  0.1220
H -11.1953 -4.2894 3.7323  0.1308
H -11.8122 -3.3139 2.3804  0.1286
O 6.3095 6.5902 2.8635  0.1116
C 6.0374 6.0300 1.8290  -0.4709
C 6.9576 5.1236 1.0579  -0.0752
C 6.2707 5.0399 -0.2877  -0.1618
C 4.8167 5.2300 0.0751  -0.1632
O 4.8210 6.1004 1.2141  0.0138
H 6.9983 4.1515 1.5549  0.1375
H 7.9543 5.5561 0.9739  0.1311
H 6.4626 4.1072 -0.8208  0.1112
H 6.6054 5.8663 -0.9227  0.1252
H 4.3319 4.2902 0.3567  0.1158
H 4.2510 5.6903 -0.7373  0.1282
O 2.6670 3.9746 5.1533  0.1023
C 2.3246 4.9639 4.5559  -0.4734
C 3.1075 6.2442 4.4540  -0.0749
C 2.0615 7.2181 3.9560  -0.1581
C 1.1326 6.3240 3.1687  -0.1643
O 1.1739 5.0568 3.8350  0.0285
H 3.9161 6.1117 3.7318  0.1059
H 3.5026 6.5418 5.4250  0.1335
H 2.4720 8.0391 3.3658  0.1214
H 1.5269 7.6502 4.8082  0.1207
H 1.4653 6.1857 2.1355  0.1242
H 0.1087 6.7023 3.1625  0.1254